[1]
Formula: C15H15FeN3O2S
Source: the OMol25 dataset
Level of theory: ωB97M-V with the def2-TZVPD basis set

Properties
spin multiplicity	5
HOMO-LUMO gap (alpha / beta)	7.250 / 7.737	eV
expectation value of S²	6.01
energy above the lowest of the compared OMol25 structures with the same formula, charge and spin	0.140	eV

Each line ends with the Mulliken charge.
Positions of all 37 atoms, in Å:
Fe1 0.801 1.934 0.258  -0.0454
N1 -1.016 3.221 0.670  -0.5278
C1 -1.744 2.590 1.801  -0.4522
C2 -0.926 2.634 3.090  -0.5772
C3 0.127 1.550 3.165  0.5720
O1 0.190 0.804 4.124  -0.6575
O2 0.923 1.497 2.126  -0.6529
H1 -0.850 4.195 0.892  0.2500
H2 -1.598 3.203 -0.159  0.2489
H3 -1.953 1.559 1.514  0.2427
H4 -2.698 3.086 1.968  0.4324
H5 -1.578 2.527 3.951  0.3241
H6 -0.418 3.604 3.168  0.2463
S1 2.714 1.493 -1.166  -0.3347
C4 2.556 -0.216 -1.092  0.4169
N2 2.403 -0.806 0.105  0.1422
C5 2.199 -2.122 0.292  -0.3189
C6 2.150 -2.960 -0.775  -0.5605
C7 2.316 -2.410 -2.049  -0.0813
C8 2.534 -1.066 -2.208  -0.6978
H7 2.326 -0.184 0.901  0.1546
H8 2.075 -2.445 1.316  0.4225
H9 1.973 -4.018 -0.632  0.4243
H10 2.249 -3.051 -2.920  0.4004
H11 2.644 -0.615 -3.184  0.4039
N3 -3.154 -3.850 -2.554  -0.5311
C9 -2.597 -2.938 -2.121  -0.1300
C10 -1.877 -1.801 -1.572  0.4758
C11 -1.548 -0.720 -2.385  -0.6535
C12 -0.831 0.346 -1.854  -0.1898
C13 -0.417 0.395 -0.506  -0.1015
C14 -0.788 -0.711 0.282  0.3174
C15 -1.498 -1.793 -0.231  -0.7877
H12 -1.849 -0.729 -3.427  0.4607
H13 -0.566 1.161 -2.525  0.3672
H14 -0.511 -0.732 1.336  0.5293
H15 -1.762 -2.634 0.400  0.4684

=====

[2]
Formula: C5H12N2
Source: the OMol25 dataset
Level of theory: ωB97M-V with the def2-TZVPD basis set

Properties
HOMO-LUMO gap	10.226	eV
SMILES	C=CCCNCN
energy above the lowest of the compared OMol25 structures with the same formula, charge and spin	1.468	eV

Each line ends with the Mulliken charge.
Positions of all 19 atoms, in Å:
C1 0.006 0.172 -0.723  -0.5978
C2 1.480 0.556 -0.781  -0.6368
C3 2.172 -0.120 0.386  -0.1876
C4 2.835 -1.258 0.295  -0.7226
N1 -0.620 0.569 0.552  -0.3362
C5 -2.034 0.826 0.411  -0.5830
N2 -2.808 -0.375 -0.004  -0.5839
H1 -0.071 -0.897 -0.844  0.2761
H2 -0.619 0.562 -1.519  0.4837
H3 1.914 0.174 -1.704  0.3463
H4 1.601 1.626 -0.602  0.2465
H5 1.906 0.272 1.362  0.3311
H6 3.141 -1.864 1.140  0.2754
H7 2.959 -1.782 -0.650  0.2391
H8 -0.557 -0.221 1.184  0.2570
H9 -2.149 1.577 -0.375  0.4311
H10 -2.474 1.224 1.329  0.3168
H11 -2.943 -0.965 0.811  0.2104
H12 -3.740 -0.076 -0.271  0.2343

=====

[3]
Formula: C2H3F3NO2S
Source: the OMol25 dataset
Level of theory: ωB97M-V with the def2-TZVPD basis set

Properties
spin multiplicity	2
HOMO-LUMO gap (alpha / beta)	12.050 / 8.644	eV
expectation value of S²	0.75

Each line ends with the Mulliken charge.
Positions of all 12 atoms, in Å:
N1 0.550 -0.207 -0.753  -0.1953
S1 -0.411 -0.107 0.592  1.0735
O1 -1.653 -0.837 0.379  -0.5910
O2 0.377 -0.307 1.800  -0.5845
C1 -0.849 1.708 0.546  0.7276
F1 -1.500 1.984 -0.566  -0.2124
F2 0.247 2.436 0.621  -0.2127
F3 -1.621 1.952 1.589  -0.2016
C2 1.092 -1.502 -1.022  -0.7273
H1 1.865 -0.988 -1.708  0.2894
H2 1.619 -1.938 -0.157  0.3117
H3 0.286 -2.194 -1.321  0.3227

=====

[4]
Formula: C3H4F2O
Source: the OMol25 dataset
Level of theory: ωB97M-V with the def2-TZVPD basis set

Properties
HOMO-LUMO gap	11.914	eV
SMILES	FC(F)[C@H]1CO1
energy above the lowest of the compared OMol25 structures with the same formula, charge and spin	1.847	eV

Each line ends with the Mulliken charge.
Positions of all 10 atoms, in Å:
C1 -1.128 0.011 0.513  0.3089
C2 0.218 -0.460 0.025  0.0934
C3 1.162 0.366 -0.582  -0.4183
H1 -1.363 -0.165 1.621  0.2064
H2 0.278 -1.531 -0.407  0.2910
H3 0.966 1.509 -0.683  0.1757
H4 1.841 -0.097 -1.157  0.3012
O1 1.389 -0.089 0.789  -0.4411
F1 -1.893 -0.841 -0.212  -0.2582
F2 -1.469 1.297 0.092  -0.2589

=====

[5]
Formula: C36H52N8O2S2
Source: the OMol25 dataset
Level of theory: ωB97M-V with the def2-TZVPD basis set

Properties
HOMO-LUMO gap	8.324	eV
energy above the lowest of the compared OMol25 structures with the same formula, charge and spin	0.353	eV

Each line ends with the Mulliken charge.
Positions of all 100 atoms, in Å:
C1 -0.464 0.612 -1.271  -0.7720
S1 -0.479 0.351 0.533  0.2575
O1 -1.860 -0.171 0.838  -0.4965
C2 0.680 -1.016 0.648  0.9546
H1 0.465 1.097 -1.582  0.2092
H2 -1.242 1.356 -1.451  0.3212
H3 -0.656 -0.280 -1.863  0.2893
H4 0.686 -1.360 1.685  -0.3597
H5 1.656 -0.576 0.439  -0.3655
H6 0.455 -1.863 0.000  0.1066
C3 -6.988 2.050 2.174  -0.8252
S2 -6.101 1.095 3.432  0.4767
O2 -7.058 0.013 3.877  -0.6651
C4 -4.870 0.304 2.347  0.0565
H7 -7.530 2.875 2.628  0.3715
H8 -7.690 1.366 1.699  0.2751
H9 -6.231 2.444 1.498  0.2450
H10 -3.875 0.357 2.785  0.0102
H11 -4.840 0.958 1.475  -0.2301
H12 -5.109 -0.719 2.074  0.2354
N1 5.222 -0.413 -1.079  0.5489
C5 6.594 -0.259 -1.207  -0.8525
C6 7.032 0.416 -0.095  -0.4295
C7 5.968 0.570 0.812  -0.8035
C8 4.879 0.035 0.157  -0.6744
H13 4.593 -0.964 -1.653  0.0955
H14 7.110 -0.581 -2.094  0.3621
H15 8.013 0.837 0.078  0.4019
H16 6.085 0.949 1.811  0.4825
H17 3.859 0.007 0.510  0.6392
N2 -1.459 -0.992 3.685  1.3404
C9 -0.996 0.014 4.466  -0.1643
C10 -1.122 -0.370 5.787  -1.3179
C11 -1.801 -1.595 5.787  -0.4558
C12 -2.012 -1.971 4.470  -0.7158
H18 -1.440 -0.875 2.682  -0.4828
H19 -0.756 0.963 4.011  0.4557
H20 -0.815 0.261 6.605  0.4390
H21 -2.131 -2.161 6.643  0.4424
H22 -2.389 -2.853 3.982  0.4374
N3 3.888 -2.603 -4.303  0.0315
C13 4.518 -3.087 -3.193  -0.2122
C14 3.703 -2.918 -2.108  -0.9432
C15 2.566 -2.212 -2.571  0.2796
C16 2.694 -2.040 -3.937  -1.0373
H23 4.245 -2.543 -5.237  0.1854
H24 5.480 -3.570 -3.267  0.4434
H25 4.057 -3.173 -1.122  0.4496
H26 1.760 -1.838 -1.961  0.4444
H27 2.136 -1.439 -4.633  0.3831
N4 -2.517 -4.009 0.787  0.0079
C17 -1.692 -4.707 -0.061  -0.6929
C18 -1.777 -4.098 -1.276  -1.0135
C19 -2.649 -2.975 -1.167  -0.2847
C20 -3.010 -2.894 0.164  -0.1630
H28 -2.704 -4.201 1.753  0.2139
H29 -1.262 -5.635 0.275  0.4673
H30 -1.428 -4.504 -2.213  0.4525
H31 -2.855 -2.280 -1.963  0.6453
H32 -3.609 -2.217 0.747  0.3465
N5 -4.530 1.022 -2.669  -0.0532
C21 -4.466 0.481 -1.409  -0.1396
C22 -5.406 -0.482 -1.308  0.0211
C23 -6.096 -0.552 -2.556  -1.0226
C24 -5.579 0.440 -3.351  -0.6000
H33 -4.096 1.894 -2.909  0.2437
H34 -3.602 0.555 -0.758  0.2461
H35 -5.660 -1.083 -0.449  0.4953
H36 -6.935 -1.185 -2.794  0.3976
H37 -5.851 0.949 -4.262  0.4034
N6 1.375 -1.951 4.773  0.1035
C25 2.451 -1.229 4.288  -0.8520
C26 3.021 -1.975 3.293  -0.2038
C27 2.351 -3.207 3.204  -0.6306
C28 1.288 -3.127 4.079  -0.4626
H38 0.665 -1.668 5.434  0.3413
H39 2.677 -0.245 4.659  0.3887
H40 3.857 -1.698 2.667  0.5599
H41 2.524 -4.042 2.546  0.4559
H42 0.472 -3.799 4.288  0.3743
N7 5.226 2.338 -2.361  0.0948
C29 3.979 2.391 -1.792  -0.4018
C30 3.151 3.031 -2.710  0.1864
C31 3.957 3.469 -3.772  -0.9156
C32 5.224 2.995 -3.567  -0.5007
H43 6.017 1.943 -1.878  0.2070
H44 3.529 1.927 -0.936  0.3789
H45 2.100 3.190 -2.543  0.2041
H46 3.634 4.063 -4.614  0.4112
H47 6.113 3.025 -4.171  0.4136
N8 -0.578 5.190 -0.970  0.0214
C33 -0.893 6.463 -1.351  -0.4978
C34 -0.853 6.504 -2.749  -0.3672
C35 -0.545 5.179 -3.177  -0.9014
C36 -0.291 4.445 -2.066  0.1181
H48 -0.458 4.892 -0.020  0.1854
H49 -1.106 7.247 -0.646  0.3983
H50 -1.135 7.378 -3.309  0.4085
H51 -0.465 4.851 -4.201  0.4168
H52 0.003 3.413 -1.971  0.2267

=====

[6]
Formula: C23H21N8O9Rh
Source: the OMol25 dataset
Level of theory: ωB97M-V with the def2-TZVPD basis set

Properties
spin multiplicity	5
HOMO-LUMO gap (alpha / beta)	7.779 / 4.709	eV
expectation value of S²	6.01
energy above the lowest of the compared OMol25 structures with the same formula, charge and spin	2.377	eV

Each line ends with the Mulliken charge.
Positions of all 62 atoms, in Å:
Rh1 9.767 12.393 8.625  0.1112
O1 14.239 14.597 11.944  -0.4840
C1 13.058 14.840 12.501  0.3031
O2 12.866 15.467 13.481  -0.5394
C2 11.842 14.348 11.698  -0.0176
C3 10.596 14.614 12.204  -0.3075
N1 9.771 14.255 11.242  -0.1967
N2 10.382 13.722 10.221  0.7081
C4 11.643 13.797 10.422  0.0584
C5 12.532 13.065 9.401  0.9368
O3 13.754 13.138 9.548  -0.7959
O4 11.869 12.512 8.519  -0.4305
H1 14.090 14.256 11.063  0.3970
H2 10.298 15.030 13.152  0.5162
H3 8.740 14.167 11.190  0.1124
O5 11.297 2.531 11.383  -0.0678
C6 12.076 2.860 12.068  0.0678
O6 6.308 12.815 9.319  -0.9325
C7 7.010 12.225 10.137  0.7264
O7 8.228 12.398 10.312  -0.4356
C8 6.315 11.255 10.996  0.1645
C9 4.876 11.190 10.861  -0.5628
C10 4.166 10.100 11.373  -0.9749
C11 4.892 9.109 11.898  1.2164
O8 4.445 7.859 12.304  -0.4887
C12 5.617 7.036 12.353  -0.1938
O9 6.691 7.977 12.544  -0.5334
C13 6.278 9.176 12.055  1.1142
C14 7.059 10.200 11.641  -1.4923
H4 4.456 11.997 10.241  0.3592
H5 3.131 10.138 11.113  0.4218
H6 5.705 6.359 11.453  0.2598
H7 5.569 6.354 13.216  0.2453
H8 8.087 10.339 11.896  0.4258
C15 6.804 16.911 7.669  -0.8739
C16 6.965 15.872 8.765  -0.5430
N3 7.857 14.764 8.341  0.3023
C17 8.672 14.806 7.295  0.3066
N4 9.468 13.732 7.006  0.1517
C18 10.203 13.652 5.701  -0.9281
C19 9.914 14.828 4.831  -0.6779
C20 9.836 16.145 5.696  -0.5050
N5 8.766 15.935 6.578  0.1132
C21 8.213 17.140 7.160  -0.7845
H9 6.434 17.766 8.136  0.4691
H10 6.115 16.780 6.822  0.3011
H11 5.957 15.374 8.936  0.2901
H12 7.381 16.484 9.578  0.2806
H13 7.345 13.857 8.556  0.2590
H14 10.046 12.687 5.282  0.4241
H15 11.270 13.650 5.961  0.3137
H16 8.929 14.809 4.240  0.2475
H17 10.687 14.979 4.094  0.4420
H18 9.619 17.079 5.075  0.3457
H19 10.839 16.161 6.041  0.2580
H20 8.184 17.870 6.389  0.4991
H21 8.857 17.444 7.947  0.3045
N6 6.066 7.682 9.291  -0.6004
C22 7.139 8.123 9.085  0.5363
N7 8.446 8.346 9.125  -0.5080
C23 8.903 9.522 8.854  0.5256
N8 9.596 10.447 8.777  -0.6401

=====

So what do the calculations give for strongest force on any atom? Going down the list: 0.016; 0.022; 0.058; 0.106; 0.049; 0.100 Eh/bohr.